Entry 1:
ORCA calculation (wB97M-V/def2-TZVPD) on one molecule with the formula C5H9NO.

Geometry as ORCA input:
```
! RIJCOSX wB97M-V def2-TZVPD def2/J DEFGRID3
* xyz 0 1
C -1.11048 -1.06179 0.25086
C -0.46470 -0.15457 -0.89081
C -0.86104 1.30838 -0.61260
C 0.42846 1.42600 0.25351
C 0.80360 -0.01668 -0.13271
N 1.53481 -1.04698 -0.03893
O 2.33868 -1.20015 1.08014
H -2.15465 -0.80096 0.37103
H -0.66467 -0.95609 1.27052
H -0.94270 -2.11459 0.02480
H -0.37837 -0.48889 -1.94017
H -0.92641 2.01278 -1.45312
H -1.81782 1.35043 -0.08307
H 0.31691 1.77208 1.28282
H 1.16974 2.03436 -0.26585
H 2.72866 -2.06334 0.88359
*
```

Values from the calculation:
relative energy (zero: lowest compared OMol25 entry of this formula, charge and spin): 4.3219 eV
HOMO energy: -0.326 Ha
LUMO energy: 0.039 Eh
Kohn-Sham gap: 9.9 eV
structure (SMILES): C[C@H]1CC/C1=N\O

=====

Entry 2:
ORCA calculation (wB97M-V/def2-TZVPD) on one molecule with the formula C5H9NO.

Geometry as ORCA input:
```
! RIJCOSX wB97M-V def2-TZVPD def2/J DEFGRID3
* xyz 0 1
C -0.42943 -1.67750 0.58828
C -0.10355 -0.24615 0.18093
C 0.18455 0.89166 1.19059
C 0.94562 0.01974 -0.92015
N 0.14645 1.19975 -1.30725
C -1.02027 0.60691 -0.69307
O -2.18981 0.82780 -0.81327
H -1.32725 -1.72554 1.21373
H 0.39897 -2.11965 1.15794
H -0.60022 -2.31093 -0.29536
H -0.63897 0.91676 1.94209
H 0.34829 1.74630 0.23639
H 1.10583 0.69286 1.75320
H 1.96870 0.19822 -0.56648
H 0.91807 -0.70755 -1.73093
H 0.20870 1.68936 -2.18375
*
```

Values from the calculation:
relative energy (zero: lowest compared OMol25 entry of this formula, charge and spin): 2.6728 eV
HOMO energy: -0.341 Ha
LUMO energy: 0.031 Eh
Kohn-Sham gap: 10.1 eV
structure (SMILES): CC1(C)CNC1=O

=====

Entry 3:
ORCA calculation (wB97M-V/def2-TZVPD) on one molecule with the formula C5H9NO.

Geometry as ORCA input:
```
! RIJCOSX wB97M-V def2-TZVPD def2/J DEFGRID3
* xyz 0 1
C -1.55100 -1.12902 0.94042
C -0.06453 -1.06572 1.16769
N 0.49187 -1.97591 1.85110
O 0.70061 -0.04701 0.66575
C 0.20582 0.96097 -0.17842
C 0.22802 0.75366 -1.66413
C 1.25964 1.62892 -1.00072
H -2.08451 -0.25002 1.31757
H -1.79823 -1.25466 -0.11852
H -1.89482 -2.00830 1.48869
H 1.49631 -1.79915 1.90338
H -0.57605 1.58140 0.25604
H 0.56251 -0.21404 -2.02518
H -0.54363 1.22779 -2.26458
H 2.26424 1.22502 -0.91292
H 1.21336 2.70509 -1.14127
*
```

Values from the calculation:
relative energy (zero: lowest compared OMol25 entry of this formula, charge and spin): 1.9807 eV
HOMO energy: -0.355 Ha
LUMO energy: 0.037 Eh
Kohn-Sham gap: 10.7 eV
structure (SMILES): [H]/N=C(/C)OC1CC1

=====

Entry 4:
ORCA calculation (wB97M-V/def2-TZVPD) on a 2-piece molecular cluster, C5H9NO overall.

Geometry as ORCA input:
```
! RIJCOSX wB97M-V def2-TZVPD def2/J DEFGRID3
* xyz 0 1
C 2.47776 0.85703 0.08789
O 1.18992 1.06912 0.61999
C -0.19568 -1.37052 0.10684
C -1.36108 -0.74101 -0.06002
C -1.55427 0.54342 -0.83356
C -2.53293 -1.35532 0.51611
N -3.47044 -1.86894 0.96296
H 2.97215 1.80729 -0.14220
H 2.34959 0.30140 -0.84803
H 3.12801 0.26321 0.74248
H -0.12043 -2.28214 0.69083
H 0.71357 -0.97454 -0.32508
H 1.21740 1.14615 1.57538
H -2.44380 1.07928 -0.48983
H -0.68296 1.19022 -0.70291
H -1.68680 0.33536 -1.90084
*
```

Values from the calculation:
relative energy (zero: lowest compared OMol25 entry of this formula, charge and spin): 2.2574 eV
HOMO energy: -0.358 Ha
LUMO energy: 0.021 Eh
Kohn-Sham gap: 10.3 eV
structure (SMILES): C=C(C)C#N.CO

=====

Entry 5:
ORCA calculation (wB97M-V/def2-TZVPD) on one molecule with the formula C5H9NO.

Geometry as ORCA input:
```
! RIJCOSX wB97M-V def2-TZVPD def2/J DEFGRID3
* xyz 0 1
C -1.93025 -0.29776 -0.11867
C -0.88260 0.49362 0.64936
N 0.15995 -0.35171 1.40016
C 0.17160 1.24341 -0.10042
C 0.84144 0.48879 -0.99464
C 1.98616 -0.19461 -0.31350
O 1.19625 -1.12696 0.45267
H -2.56029 0.36572 -0.72127
H -2.58099 -0.83545 0.58013
H -1.46996 -1.03617 -0.78155
H -1.36445 1.09487 1.43548
H -0.28408 -1.21611 1.66269
H 0.78052 1.85514 0.56937
H 0.28882 -0.18367 -1.65240
H 2.63130 -0.81086 -0.94292
H 2.57287 0.46268 0.33392
*
```

Values from the calculation:
relative energy (zero: lowest compared OMol25 entry of this formula, charge and spin): 5.7875 eV
HOMO energy: -0.318 Ha
LUMO energy: 0.028 Eh
Kohn-Sham gap: 9.4 eV
structure (SMILES): C[C@@H]1C=CCON1

=====

Entry 6:
ORCA calculation (wB97M-V/def2-TZVPD) on one molecule with the formula C5H9NO.

Geometry as ORCA input:
```
! RIJCOSX wB97M-V def2-TZVPD def2/J DEFGRID3
* xyz 0 1
C -1.07584 -0.60088 0.17554
C 1.60641 -0.06883 -0.87018
C 0.74642 -0.67423 0.20482
C -1.30302 0.78335 0.37736
C -0.78995 1.98326 0.56834
O -1.51019 -1.08922 -1.04370
N 1.21908 -1.38492 1.15946
H -1.46236 -2.05657 -0.99947
H 2.22270 -1.58538 1.03458
H -1.36339 -1.21260 1.03186
H -2.59598 0.64714 0.50347
H 1.04693 0.01914 -1.80430
H 2.49628 -0.68348 -1.05519
H 1.93448 0.93013 -0.57075
H 0.27648 2.16539 0.53751
H -1.44805 2.82768 0.75065
*
```

Values from the calculation:
relative energy (zero: lowest compared OMol25 entry of this formula, charge and spin): 3.9624 eV
HOMO energy: -0.323 Ha
LUMO energy: 0.029 Eh
Kohn-Sham gap: 9.6 eV
structure (SMILES): [H]/N=C(\C)[C@H](O)C=C

=====

Entry 7:
ORCA calculation (wB97M-V/def2-TZVPD) on C5H9NO as an isolated structure.

Geometry as ORCA input:
```
! RIJCOSX wB97M-V def2-TZVPD def2/J DEFGRID3
* xyz 0 1
C -1.40744 1.75665 -0.00866
C -0.89938 -0.45333 0.69673
C 0.08281 -0.46684 -0.35681
O 0.08305 1.01659 -0.88250
C 1.54620 -0.66574 0.04893
C 1.83509 -2.06501 0.37895
N 2.06107 -3.17323 0.61764
H -2.35563 1.29238 -0.23068
H -1.24545 1.99542 1.03133
H -1.22544 2.62536 -0.65117
H -1.81600 -1.02501 0.55581
H -0.53604 -0.49747 1.72417
H -0.17935 -1.06684 -1.23506
H 0.07552 1.11592 -1.86027
H 1.75823 -0.03854 0.92232
H 2.22276 -0.35030 -0.75072
*
```

Values from the calculation:
relative energy (zero: lowest compared OMol25 entry of this formula, charge and spin): 5.9480 eV
HOMO energy (alpha / beta): -0.273 / -0.273 Ha
LUMO energy (alpha / beta): 0.017 / 0.017 Eh
Kohn-Sham gap (alpha / beta): 7.9 / 7.9 eV

=====

Entry 8:
ORCA calculation (wB97M-V/def2-TZVPD) on one molecule with the formula C5H9NO.

Geometry as ORCA input:
```
! RIJCOSX wB97M-V def2-TZVPD def2/J DEFGRID3
* xyz 0 1
C -0.11884 1.09623 -1.45719
C -0.99441 0.44298 -0.41943
N -1.18083 -0.97006 -0.53261
C -0.46284 -1.49805 0.51470
O -0.28341 -2.65204 0.85768
C 0.06620 -0.31886 1.17829
C 1.48398 0.01488 1.29132
H 0.82488 0.55712 -1.56487
H 0.10297 2.13818 -1.20844
H -0.61290 1.08984 -2.43667
H -1.94929 0.98763 -0.28990
H -1.91120 -1.45281 -1.03929
H -0.76537 0.55301 1.16026
H 2.03554 -0.07811 0.35085
H 1.88842 -0.74702 1.96038
H 1.70869 0.98462 1.73700
*
```

Values from the calculation:
relative energy (zero: lowest compared OMol25 entry of this formula, charge and spin): 3.6930 eV
HOMO energy: -0.310 Ha
LUMO energy: 0.031 Eh
Kohn-Sham gap: 9.3 eV

=====

Entry 9:
ORCA calculation (wB97M-V/def2-TZVPD) on C5H9NO as an isolated structure.

Geometry as ORCA input:
```
! RIJCOSX wB97M-V def2-TZVPD def2/J DEFGRID3
* xyz 0 1
C 1.53252 0.13003 1.38702
C 1.04635 -0.11801 -0.03437
O 1.12642 0.99501 -0.82001
H 1.56416 -0.98043 -0.48328
H 2.59390 0.38448 1.38244
H 1.38063 -0.76869 1.99284
H 0.99055 0.96497 1.83703
C -0.52199 -0.52969 0.03518
C -1.37415 1.60552 -1.36184
C -0.98602 -1.79361 -0.17587
N -0.56820 0.62702 -1.42757
H -1.05886 0.05906 0.77806
H -2.39433 1.47860 -1.00051
H -1.03097 2.60326 -1.63210
H -1.78419 -2.21086 0.42459
H -0.51582 -2.44666 -0.90161
*
```

Values from the calculation:
relative energy (zero: lowest compared OMol25 entry of this formula, charge and spin): 6.9232 eV
HOMO energy (alpha / beta): -0.293 / -0.303 Ha
LUMO energy (alpha / beta): -0.031 / -0.018 Eh
Kohn-Sham gap (alpha / beta): 7.2 / 7.8 eV

=====

Entry 10:
ORCA calculation (wB97M-V/def2-TZVPD) on C5H9NO as an isolated structure.

Geometry as ORCA input:
```
! RIJCOSX wB97M-V def2-TZVPD def2/J DEFGRID3
* xyz 0 1
C 0.09034 -0.26812 1.65785
C 0.10351 -0.04143 0.15579
C -0.26622 1.42521 0.02266
C 1.31309 -0.53026 -0.65842
O 0.43597 -0.89172 -1.75780
C -0.67844 -0.69451 -0.97898
N -1.89188 -0.89079 -1.23203
H -0.91890 -0.26109 2.07854
H 0.59787 -1.19384 1.97433
H 0.51624 0.73238 2.00485
H -1.36116 1.47171 0.09817
H 0.17222 1.93825 0.92889
H 0.03329 1.81998 -0.95527
H 1.79421 -1.43671 -0.26726
H 2.06360 0.20565 -0.95313
H -2.00374 -1.38473 -2.11820
*
```

Values from the calculation:
relative energy (zero: lowest compared OMol25 entry of this formula, charge and spin): 2.1088 eV
HOMO energy: -0.365 Ha
LUMO energy: 0.034 Eh
Kohn-Sham gap: 10.9 eV